1.
Molecular formula: C35H55CaN2O2P2
Method: DFT, wB97M-V/def2-TZVPD

XYZ file:
```
97
Properties=species:S:1:pos:R:3:forces:R:3:lowdin_charge:R:1
C 2.416483 1.444447 0.566868 0.62 0.17 -0.23 -0.380
C 0.974451 2.798730 -0.713927 -1.39 -0.38 -0.54 -0.372
C 3.497454 2.285154 0.302202 -0.02 -1.04 0.73 -0.082
C 2.010688 3.761131 -0.852729 0.90 0.23 0.34 -0.047
C 3.280620 3.482868 -0.385376 -0.89 0.36 -0.41 -0.073
H 4.485854 1.994037 0.653041 -0.19 0.20 0.03 0.103
H 1.780910 4.684473 -1.382194 0.14 -0.24 0.07 0.111
H 4.107761 4.173453 -0.546730 -0.24 -0.11 0.00 0.110
N 1.191753 1.666602 0.053691 -0.01 -0.15 0.14 -0.017
P 1.219538 -0.137931 2.615909 0.28 -0.33 -0.38 1.039
P -1.396912 1.722457 -1.853396 0.53 -0.18 0.64 0.979
C 2.622696 0.192637 1.449613 0.23 0.20 -0.43 -0.274
H 2.743591 -0.679533 0.788631 -0.14 0.22 0.18 0.061
H 3.558159 0.284328 2.016591 -0.16 -0.01 -0.32 0.072
C -0.268867 2.991847 -1.396873 0.50 0.28 0.66 -0.319
H -0.499138 4.019799 -1.688889 0.36 -0.30 -0.24 0.049
C -0.915815 1.112714 -3.611757 -0.63 0.18 0.33 -0.682
C -3.093670 2.574220 -1.781761 0.60 -0.52 -0.37 -0.699
C 1.400249 -1.968584 3.122448 0.22 0.62 0.18 -0.693
C 1.614719 1.061959 4.024210 -0.16 -0.39 -0.08 -0.681
C -1.516971 -0.299541 -3.773071 0.05 0.14 -0.17 -0.112
H -2.608937 -0.296783 -3.649586 0.27 0.00 -0.08 0.061
H -1.285926 -0.679636 -4.778276 -0.09 0.00 0.15 0.087
H -1.099233 -1.004155 -3.039462 -0.06 0.21 -0.14 0.039
C -1.437137 2.053812 -4.701756 0.17 -0.30 -0.44 -0.103
H -2.532653 2.078428 -4.758511 0.29 -0.02 0.05 0.064
H -1.054717 3.074003 -4.573433 -0.09 -0.21 0.03 0.086
H -1.075393 1.687070 -5.676088 -0.09 0.14 0.14 0.089
C 0.617671 1.046749 -3.710296 -0.10 0.07 0.03 -0.100
H 0.901198 0.617055 -4.683797 -0.13 0.06 0.17 0.090
H 1.064009 2.047017 -3.635879 -0.12 -0.26 0.06 0.083
H 1.052077 0.413539 -2.926362 -0.09 0.21 -0.05 0.041
C -4.162961 1.589233 -2.291863 -0.14 0.19 0.09 -0.102
H -4.124574 0.626591 -1.760102 0.06 0.21 -0.07 0.067
H -5.156735 2.025351 -2.118352 0.11 -0.10 -0.08 0.087
H -4.073454 1.384121 -3.368108 0.01 0.11 0.31 0.067
C -3.329459 2.901760 -0.296032 -0.05 0.08 -0.14 -0.117
H -3.321915 2.000233 0.331580 -0.03 0.05 -0.14 0.036
H -2.567172 3.595841 0.081817 -0.14 -0.20 -0.11 0.079
H -4.312683 3.379225 -0.179373 0.14 -0.11 -0.02 0.093
C -3.131550 3.876495 -2.582677 -0.38 0.17 -0.04 -0.092
H -2.932389 3.733500 -3.648743 -0.11 0.05 0.35 0.056
H -4.143350 4.297646 -2.485703 0.20 0.06 -0.05 0.091
H -2.421606 4.614046 -2.194626 -0.15 -0.14 -0.04 0.074
C 0.651388 0.770269 5.191395 0.21 0.14 0.13 -0.090
H 0.823270 1.520588 5.978660 -0.11 -0.18 -0.18 0.096
H -0.401325 0.843779 4.880275 0.26 -0.06 0.10 0.062
H 0.819887 -0.218272 5.641232 -0.03 0.31 -0.13 0.066
C 1.344436 2.482587 3.486121 0.01 -0.09 0.04 -0.082
H 2.042387 2.750087 2.682616 -0.23 -0.04 0.15 0.077
H 0.315310 2.581097 3.113065 0.36 0.12 0.07 0.043
H 1.490010 3.200227 4.307577 -0.09 -0.17 -0.18 0.100
C 3.072562 0.992354 4.493547 0.05 0.10 0.30 -0.083
H 3.196164 1.712534 5.316811 0.04 -0.12 -0.21 0.098
H 3.355973 0.007691 4.875783 -0.06 0.35 -0.07 0.057
H 3.776027 1.271459 3.700004 -0.17 0.03 0.23 0.077
C 1.611462 -2.845054 1.874136 -0.02 -0.01 0.01 -0.107
H 2.557030 -2.621196 1.362462 -0.23 -0.09 0.16 0.076
H 1.649054 -3.901243 2.185972 -0.03 0.29 -0.03 0.096
H 0.799297 -2.753038 1.140416 0.12 0.04 0.19 0.042
C 0.078408 -2.377136 3.803152 0.05 -0.10 0.01 -0.096
H -0.787608 -2.249341 3.134917 0.24 -0.01 0.07 0.063
H 0.133871 -3.440223 4.081100 -0.04 0.22 -0.01 0.094
H -0.117581 -1.796955 4.713783 0.06 -0.20 -0.24 0.065
C 2.581488 -2.187474 4.067377 0.04 -0.64 0.16 -0.098
H 3.524924 -1.829353 3.634851 -0.22 -0.05 0.12 0.088
H 2.429174 -1.728666 5.051432 0.02 -0.08 -0.29 0.071
H 2.690281 -3.270986 4.237198 0.05 0.23 0.02 0.093
Ca -0.645692 0.012269 0.414701 0.06 1.48 0.02 1.056
C -1.654530 1.351085 2.585323 -3.43 1.63 0.88 -0.005
O -2.585749 1.842200 3.045617 2.76 -1.32 -0.92 0.108
N 0.556623 -1.360737 -0.950480 2.73 -2.10 -2.51 0.090
C 1.328418 -1.900280 -1.658883 -2.58 1.60 2.40 -0.107
C 2.185096 -2.646835 -2.489739 0.98 -0.53 -0.89 -0.217
C 2.049930 -4.047956 -2.504357 0.03 0.01 -0.08 -0.015
C 3.143685 -2.009722 -3.308243 -0.14 -0.19 0.04 -0.004
C 2.845217 -4.806349 -3.362933 -0.01 0.23 0.10 -0.055
H 1.320821 -4.518970 -1.837493 0.28 0.12 -0.33 0.124
C 3.926398 -2.783815 -4.168093 -0.14 0.03 0.18 -0.050
H 3.257980 -0.923051 -3.256225 -0.05 -0.41 -0.10 0.124
C 3.776665 -4.176575 -4.199527 -0.21 0.14 0.21 -0.045
H 2.735112 -5.890847 -3.375007 0.06 0.32 -0.02 0.115
H 4.655376 -2.293754 -4.816852 -0.24 -0.18 0.24 0.118
H 4.389606 -4.780035 -4.873196 -0.21 0.24 0.23 0.118
C -3.888236 -3.193033 0.230849 -0.12 0.36 -0.38 -0.138
C -4.547189 -2.407696 1.378240 0.14 -0.18 0.42 -0.136
C -3.686932 -1.163773 1.607259 0.19 0.09 -0.43 -0.160
O -2.435667 -1.355085 0.852606 -0.84 -0.91 -0.04 -0.371
C -2.470196 -2.637057 0.106606 0.08 0.25 0.41 -0.159
H -3.863303 -4.269009 0.421119 -0.08 0.20 -0.02 0.120
H -4.441338 -3.022391 -0.699670 0.15 -0.09 0.16 0.119
H -4.561075 -3.014825 2.287988 -0.07 0.09 -0.12 0.117
H -5.576159 -2.122009 1.143960 0.18 -0.13 0.05 0.121
H -4.184464 -0.260006 1.223466 0.30 -0.21 0.05 0.118
H -3.430335 -1.007410 2.662421 -0.01 -0.09 -0.27 0.115
H -1.734362 -3.320432 0.558460 -0.13 0.32 -0.04 0.117
H -2.178249 -2.434039 -0.932674 -0.08 0.05 0.29 0.110
```
Forces are in eV/Å.

**Calculated total energy**: -2986.82507 Ha
**HOMO level**: -8.07 eV
**Energy above the lowest of the compared OMol25 structures with the same formula, charge and spin**: 0.00 kcal per mole
**Charge**: +1

2.
Molecular formula: C26H29N4OReS
Method: DFT, wB97M-V/def2-TZVPD

XYZ file:
```
62
Properties=species:S:1:pos:R:3:forces:R:3:nbo_charge:R:1
Re 0.053219 -0.187717 0.020709 -0.70 0.05 0.20 1.361
S 0.143643 -0.119068 -2.341077 0.37 -0.11 -0.22 -0.060
C 1.881982 -0.331945 -2.051863 -0.21 -0.05 0.00 0.094
C 2.930029 -0.365525 -2.946475 0.08 0.00 -0.13 -0.247
C 4.210577 -0.511690 -2.429579 -0.03 0.01 -0.10 -0.125
C 4.402505 -0.619427 -1.059614 0.06 -0.03 0.09 -0.256
C 3.299694 -0.584649 -0.228447 -0.13 -0.03 -0.16 0.078
N 2.070768 -0.451846 -0.732224 0.42 0.16 0.13 -0.531
H 2.745903 -0.267029 -4.006681 0.03 0.00 0.00 0.246
H 5.061087 -0.535241 -3.098137 -0.01 0.00 0.00 0.237
H 5.390994 -0.725179 -0.636790 0.00 0.00 -0.02 0.240
H 3.378531 -0.657046 0.848475 0.00 0.01 0.01 0.213
O 0.778821 0.868866 1.437498 0.43 0.07 0.90 -0.709
C 0.844511 0.717511 2.781117 -0.03 0.32 -0.67 0.408
C 1.039112 1.862038 3.549374 0.02 0.19 0.14 -0.271
C 1.095600 1.772556 4.923836 0.00 -0.02 0.04 -0.157
C 0.957149 0.537239 5.565948 0.00 0.10 -0.11 -0.227
C 0.784440 -0.593758 4.803862 0.01 -0.03 0.01 -0.155
C 0.737985 -0.517212 3.404163 -0.01 -0.54 0.08 -0.217
C 0.631989 -1.714829 2.591855 -0.12 0.00 0.23 0.405
N 0.303740 -1.769300 1.307868 0.34 -0.38 -0.54 -0.490
C 0.368791 -3.103467 0.910356 -0.06 0.20 0.04 -0.078
C 0.716736 -3.851660 1.975985 0.02 0.08 0.21 -0.052
N 0.876842 -2.968807 3.023950 -0.01 -0.13 0.04 -0.494
H 1.135395 2.810076 3.036269 0.01 0.00 0.04 0.238
H 1.242088 2.670866 5.509200 -0.01 -0.01 0.00 0.231
H 0.978190 0.471674 6.644299 0.01 0.01 0.00 0.232
H 0.658951 -1.550930 5.296949 0.01 0.02 -0.01 0.207
H 0.148792 -3.407919 -0.095957 0.02 0.02 -0.02 0.243
H 0.860001 -4.911321 2.085796 0.00 0.01 0.00 0.245
H 1.167689 -3.204641 3.957610 -0.01 -0.01 -0.04 0.437
C -2.651264 -4.591812 -1.350249 0.00 0.05 0.00 -0.637
C -3.046911 -3.417489 -0.493315 0.03 0.00 -0.02 0.006
C -4.146846 -3.493580 0.349689 -0.09 -0.12 0.01 -0.166
C -4.523204 -2.423564 1.152425 -0.04 0.07 0.07 0.016
C -5.736017 -2.509195 2.044331 0.05 -0.01 -0.04 -0.635
C -3.771514 -1.254733 1.111150 0.06 -0.18 0.16 -0.274
C -2.659615 -1.155097 0.280890 -0.07 0.52 0.30 0.212
C -2.320040 -2.232151 -0.525563 -0.08 -0.17 -0.32 -0.288
N -1.821585 0.013838 0.242738 -0.33 -0.09 -0.12 -0.503
C -2.448253 1.383827 0.366896 -0.14 -0.24 -0.15 0.106
C -3.850837 1.459787 -0.266398 0.06 -0.05 -0.01 -0.630
C -1.551518 2.368324 -0.380513 0.07 0.08 -0.06 -0.629
C -2.465180 1.765568 1.852682 -0.10 0.10 -0.08 -0.617
H -3.527505 -5.134765 -1.703116 0.00 0.01 0.01 0.232
H -2.041833 -5.299190 -0.781849 0.00 0.01 0.01 0.220
H -2.075429 -4.279456 -2.222066 0.00 0.02 0.03 0.220
H -4.739091 -4.403037 0.368267 0.03 0.02 0.01 0.208
H -6.036239 -3.543743 2.204796 0.01 0.01 -0.01 0.223
H -6.582408 -1.982720 1.598529 0.02 -0.01 -0.02 0.231
H -5.545867 -2.054592 3.017096 0.01 0.00 -0.01 0.221
H -4.043878 -0.447730 1.769883 -0.06 0.09 -0.01 0.215
H -1.522536 -2.122871 -1.252479 0.01 0.00 0.01 0.218
H -3.975812 0.729667 -1.067439 0.07 0.03 0.00 0.228
H -3.987834 2.450029 -0.700728 -0.04 0.00 0.04 0.226
H -4.653559 1.306947 0.450465 0.00 -0.08 0.06 0.220
H -1.518042 2.140479 -1.446227 -0.02 0.03 0.00 0.230
H -0.531232 2.397422 0.015827 0.01 -0.03 -0.01 0.213
H -1.956634 3.374197 -0.262871 0.03 0.00 0.01 0.238
H -2.990698 1.035209 2.462948 -0.01 0.02 0.01 0.212
H -2.969998 2.726855 1.967712 0.02 -0.01 0.01 0.227
H -1.452483 1.864304 2.240022 0.01 0.01 -0.02 0.214
```
Forces are in eV/Å.

**Calculated total energy**: -1778.75131 Ha
**HOMO level (alpha / beta)**: -10.80 / -10.52 eV
**Charge**: +1
**Multiplicity**: 2